ORCA calculation (the ωB97M-V functional and the def2-TZVPD basis) on a 9-piece molecular cluster, C21H45BrN3O32S9 overall at a distorted geometry.

```
111
Properties=species:S:1:pos:R:3:lowdin_charge:R:1
N -4.129 6.730 -2.475 0.174
C -4.113 5.471 -2.434 -0.503
N -3.639 4.727 -3.542 0.119
N -4.548 4.717 -1.268 -0.029
C -5.834 4.012 -1.475 -0.191
C -6.227 3.174 -0.264 -0.205
C -5.532 1.820 -0.158 -0.216
C -4.041 1.813 0.226 -0.438
S -3.551 3.169 1.314 0.702
Br -1.559 3.627 0.674 0.542
H -4.469 7.103 -1.591 0.035
H -2.625 4.689 -3.558 0.093
H -3.977 3.771 -3.528 0.069
H -3.818 4.014 -1.146 0.037
H -6.601 4.778 -1.613 0.134
H -5.813 3.364 -2.362 0.123
H -7.299 2.977 -0.361 0.132
H -6.138 3.764 0.659 0.105
H -6.055 1.142 0.516 0.119
H -5.567 1.346 -1.144 0.127
H -3.360 1.789 -0.627 0.083
H -3.814 0.923 0.820 0.068
H -4.205 4.213 0.742 -0.048
C -1.847 -1.960 -0.925 -0.134
C -2.796 -3.013 -1.470 -0.112
O -3.754 -3.192 -0.385 -0.167
S -3.985 -1.843 0.369 0.563
O -5.135 -1.155 -0.124 -0.236
O -3.854 -2.048 1.767 -0.211
O -2.726 -1.058 -0.196 -0.215
H -1.136 -2.387 -0.218 0.139
H -1.307 -1.409 -1.684 0.080
H -2.306 -3.958 -1.680 0.148
H -3.337 -2.683 -2.354 0.094
C 3.214 -2.641 -0.374 -0.126
C 3.252 -1.233 0.172 -0.132
O 2.957 -0.412 -0.985 -0.185
S 1.961 -1.176 -1.948 0.579
O 0.622 -0.740 -1.702 -0.261
O 2.472 -1.125 -3.269 -0.211
O 2.112 -2.617 -1.324 -0.175
H 4.127 -2.889 -0.912 0.101
H 3.026 -3.376 0.398 0.103
H 4.221 -0.960 0.578 0.143
H 2.481 -1.063 0.925 0.133
C -2.111 0.604 -5.776 -0.149
C -2.449 -0.391 -6.869 -0.142
O -2.050 -1.651 -6.306 -0.171
S -2.287 -1.662 -4.741 0.592
O -3.537 -2.277 -4.462 -0.218
O -1.102 -2.089 -4.093 -0.196
O -2.467 -0.083 -4.559 -0.198
H -1.045 0.831 -5.747 0.138
H -2.686 1.523 -5.850 0.131
H -1.898 -0.221 -7.788 0.141
H -3.519 -0.421 -7.078 0.138
C -1.429 7.345 -0.255 -0.175
C -2.719 8.117 -0.461 -0.175
O -2.824 8.915 0.727 -0.176
S -1.371 9.351 1.228 0.609
O -1.053 10.648 0.767 -0.188
O -1.267 9.014 2.603 -0.223
O -0.551 8.289 0.356 -0.177
H -1.566 6.505 0.435 0.070
H -0.990 6.994 -1.185 0.138
H -3.592 7.475 -0.536 0.079
H -2.666 8.773 -1.331 0.144
C 7.650 -2.207 -4.360 -0.146
C 7.291 -0.868 -3.745 -0.149
O 6.536 -1.227 -2.576 -0.193
S 7.098 -2.584 -1.959 0.592
O 7.986 -2.309 -0.892 -0.202
O 5.991 -3.457 -1.770 -0.228
O 7.941 -3.040 -3.225 -0.180
H 6.810 -2.640 -4.905 0.136
H 8.524 -2.162 -5.002 0.137
H 6.675 -0.251 -4.391 0.136
H 8.177 -0.312 -3.434 0.136
C 0.282 8.162 5.192 -0.162
C -0.037 6.690 5.326 -0.166
O 1.241 6.050 5.232 -0.196
S 2.364 6.981 5.900 0.596
O 2.601 6.560 7.232 -0.212
O 3.426 7.107 4.971 -0.215
O 1.501 8.319 5.939 -0.181
H 0.462 8.447 4.159 0.109
H -0.486 8.802 5.617 0.139
H -0.683 6.328 4.531 0.125
H -0.478 6.454 6.297 0.134
C 1.966 -6.221 2.883 -0.142
C 2.057 -5.468 4.195 -0.144
O 3.444 -5.090 4.276 -0.176
S 4.015 -4.798 2.827 0.587
O 3.964 -3.395 2.578 -0.236
O 5.214 -5.526 2.646 -0.195
O 2.837 -5.475 1.999 -0.199
H 2.347 -7.232 2.997 0.088
H 0.963 -6.230 2.468 0.136
H 1.805 -6.082 5.054 0.138
H 1.451 -4.560 4.194 0.131
C 3.696 -12.149 3.136 -0.145
C 2.277 -11.783 2.749 -0.151
O 1.803 -11.025 3.877 -0.185
S 3.000 -10.196 4.518 0.601
O 2.980 -8.862 4.022 -0.233
O 3.019 -10.431 5.913 -0.199
O 4.183 -10.969 3.798 -0.177
H 3.726 -12.981 3.840 0.137
H 4.330 -12.365 2.281 0.138
H 1.634 -12.646 2.604 0.137
H 2.250 -11.147 1.863 0.134
```

## Properties
**Max |F|**: 0.02206 Eh/bohr
**Highest occupied orbital energy**: -12.43 eV
**Charge**: +1
**LUMO energy**: -5.36 eV